P.
A 2-piece molecular cluster, C7H9NO2 overall. Source: OMol25; level of theory: ωB97M-V with the def2-TZVPD basis set.

SMILES string ... c1ccncc1.CC(=O)O
Frontier orbital gap ... 0.350 Ha
LUMO ... 0.648 eV
Charge ... 0
Molar mass ... 139.15 g mol⁻¹

Bonds (Å) are listed after each position.
CARTESIAN COORDINATES (ANGSTROEM)
1 C 0.443 1.202 -0.854  C2 1.498, O18 1.234, O19 1.411
2 C 1.644 0.672 -1.575  C1 1.498, H9 1.024, H10 1.140, H11 1.048
3 C -1.274 -0.192 0.141  C4 1.431, H12 1.061, N17 1.269
4 C -0.303 -0.925 -0.613  C3 1.431, C5 1.340, H13 1.028
5 C 0.709 -1.427 0.108  C4 1.340, C6 1.465, H14 1.187
6 C 0.670 -1.276 1.564  C5 1.465, C7 1.370, H15 1.109
7 C -0.527 -0.875 2.096  C6 1.370, H16 1.036, N17 1.285
8 H -1.383 1.395 -1.093  O19 0.940
9 H 2.564 0.759 -1.131  C2 1.024
10 H 1.737 -0.450 -1.757  C2 1.140
11 H 1.575 0.980 -2.574  C2 1.048
12 H -2.068 0.218 -0.430  C3 1.061
13 H -0.545 -1.046 -1.604  C4 1.028
14 H 1.326 -2.255 -0.476  C5 1.187
15 H 1.553 -1.699 2.084  C6 1.109
16 H -0.570 -0.860 3.131  C7 1.036
17 N -1.456 -0.342 1.387  C3 1.269, C7 1.285
18 O 0.477 1.932 0.140  C1 1.234
19 O -0.748 0.852 -1.524  C1 1.411, H8 0.940



Q.
A 2-piece molecular cluster, C7H9NO2 overall. Source: OMol25; level of theory: ωB97M-V with the def2-TZVPD basis set.

SMILES string ... c1ccncc1.CC(=O)O
Frontier orbital gap ... 0.371 Ha
LUMO ... 0.576 eV
Charge ... 0
Molar mass ... 139.15 g mol⁻¹

Bonds (Å) are listed after each position.
CARTESIAN COORDINATES (ANGSTROEM)
1 C -2.811 -0.438 -1.181  C2 1.502, O18 1.213, O19 1.296
2 C -3.530 -0.736 0.104  C1 1.502, H9 1.102, H10 1.199, H11 1.089
3 C 1.377 1.079 -0.441  C4 1.409, H12 1.170, N17 1.319
4 C 2.783 1.080 -0.535  C3 1.409, C5 1.421, H13 1.059
5 C 3.420 0.544 0.617  C4 1.421, C6 1.452, H14 1.184
6 C 2.555 -0.365 1.347  C5 1.452, C7 1.343, H15 1.141
7 C 1.234 -0.541 1.184  C6 1.343, H16 1.098, N17 1.374
8 H -1.252 0.034 -2.157  O19 1.038
9 H -4.593 -0.466 -0.003  C2 1.102
10 H -3.469 -1.766 0.714  C2 1.199
11 H -3.253 0.050 0.804  C2 1.089
12 H 0.674 1.463 -1.295  C3 1.170
13 H 3.437 1.662 -1.130  C4 1.059
14 H 4.563 0.531 0.927  C5 1.184
15 H 2.836 -0.838 2.347  C6 1.141
16 H 0.505 -1.142 1.744  C7 1.098
17 N 0.615 0.252 0.249  C3 1.319, C7 1.374
18 O -3.555 -0.188 -2.106  C1 1.213
19 O -1.534 -0.216 -1.190  C1 1.296, H8 1.038



The most stable arrangement is Q, and the next structure is 253.0 kJ/mol less stable.



P.
An isolated ion of composition C7H11N2 and charge +1. Source: OMol25; level of theory: ωB97M-V with the def2-TZVPD basis set.

SMILES string ... C=C(C)[n+]1ccn(C)c1
Frontier orbital gap ... 0.354 Ha
LUMO ... -3.840 eV
Charge ... +1
Molar mass ... 123.18 g mol⁻¹

Bonds (Å) are listed after each position.
CARTESIAN COORDINATES (ANGSTROEM)
1 C -0.737 0.917 1.558  C2 1.398, N8 1.345, H10 1.155
2 C -0.491 1.134 0.199  C1 1.398, N9 1.303, H11 1.095
3 C 0.260 -0.855 0.690  N8 1.357, N9 1.414, H12 1.060
4 C 1.207 -0.977 -2.075  C5 1.313, H13 1.078, H14 1.084
5 C 0.343 -0.050 -1.730  C4 1.313, C6 1.500, N9 1.428
6 C -0.130 1.070 -2.609  C5 1.500, H15 1.071, H16 1.114, H17 1.091
7 C -0.373 -0.826 3.116  N8 1.399, H18 1.152, H19 1.090, H20 1.078
8 N -0.293 -0.327 1.811  C1 1.345, C3 1.357, C7 1.399
9 N 0.132 0.118 -0.328  C2 1.303, C3 1.414, C5 1.428
10 H -1.095 1.684 2.344  C1 1.155
11 H -0.704 2.057 -0.350  C2 1.095
12 H 0.520 -1.849 0.429  C3 1.060
13 H 1.542 -1.634 -1.288  C4 1.078
14 H 1.466 -1.289 -3.080  C4 1.084
15 H -1.089 1.474 -2.355  C6 1.071
16 H 0.697 1.796 -2.784  C6 1.114
17 H -0.309 0.657 -3.603  C6 1.091
18 H 0.722 -1.151 3.265  C7 1.152
19 H -0.815 -0.181 3.875  C7 1.090
20 H -0.855 -1.770 2.916  C7 1.078



Q.
An isolated ion of composition C7H11N2 and charge +1. Source: OMol25; level of theory: ωB97M-V with the def2-TZVPD basis set.

SMILES string ... CC[N@@H+]1CC=N[C@H]2C=C21
Frontier orbital gap ... 0.352 Ha
LUMO ... -3.719 eV
Charge ... +1
Molar mass ... 123.18 g mol⁻¹

Bonds (Å) are listed after each position.
CARTESIAN COORDINATES (ANGSTROEM)
1 C 1.894 1.381 -1.098  C3 1.340, C5 1.514, H10 1.074
2 C 1.530 -1.543 -0.292  C4 1.520, N8 1.225, H11 1.082
3 C 0.855 0.902 -0.399  C1 1.340, C5 1.506, N9 1.380
4 C 0.081 -1.213 -0.611  C2 1.520, N9 1.500, H12 1.074, H13 1.206
5 C 2.223 0.559 0.131  C1 1.514, C3 1.506, N8 1.400, H14 1.121
6 C -2.532 0.406 0.716  C7 1.529, H15 1.139, H16 1.089, H17 1.024
7 C -1.026 0.385 0.984  C6 1.529, N9 1.470, H18 1.109, H19 1.022
8 N 2.471 -0.812 -0.007  C2 1.225, C5 1.400
9 N -0.326 0.196 -0.296  C3 1.380, C4 1.500, C7 1.470, H20 1.002
10 H 2.249 1.970 -1.922  C1 1.074
11 H 1.694 -2.605 -0.417  C2 1.082
12 H -0.261 -1.483 -1.593  C4 1.074
13 H -0.548 -2.024 0.023  C4 1.206
14 H 2.668 1.133 0.985  C5 1.121
15 H -2.689 0.823 -0.333  C6 1.139
16 H -2.894 -0.620 0.727  C6 1.089
17 H -3.024 1.081 1.309  C6 1.024
18 H -0.639 -0.360 1.708  C7 1.109
19 H -0.761 1.292 1.372  C7 1.022
20 H -0.968 0.531 -0.989  N9 1.002



The most stable arrangement is P, and the next structure is 347.3 kJ/mol less stable.



P.
An isolated ion of composition C7H11N2 and charge +1. Source: OMol25; level of theory: ωB97M-V with the def2-TZVPD basis set.

SMILES string ... C=C1C=[NH+]C=NC1(C)C
Frontier orbital gap ... 0.307 Ha
LUMO ... -6.006 eV
Charge ... +1
Molar mass ... 123.18 g mol⁻¹

Bonds (Å) are listed after each position.
CARTESIAN COORDINATES (ANGSTROEM)
1 C 0.310 -0.448 -1.796  C3 1.399, N8 1.317, H10 1.092
2 C -1.298 1.294 -1.230  N8 1.396, N9 1.264, H11 1.027
3 C 0.720 -0.736 -0.489  C1 1.399, C4 1.314, C5 1.687
4 C 1.714 -1.513 -0.123  C3 1.314, H12 1.135, H13 1.135
5 C -0.214 0.277 0.486  C3 1.687, C6 1.553, C7 1.569, N9 1.445
6 C 0.780 0.998 1.437  C5 1.553, H14 1.076, H15 1.052, H16 1.192
7 C -1.199 -0.546 1.387  C5 1.569, H17 1.136, H18 1.080, H19 1.058
8 N -0.534 0.516 -2.102  C1 1.317, C2 1.396, H20 1.017
9 N -1.168 1.260 0.027  C2 1.264, C5 1.445
10 H 0.619 -1.130 -2.591  C1 1.092
11 H -2.085 1.829 -1.616  C2 1.027
12 H 2.219 -2.155 -0.912  C4 1.135
13 H 2.119 -1.658 0.927  C4 1.135
14 H 0.819 0.621 2.444  C6 1.076
15 H 0.443 1.995 1.417  C6 1.052
16 H 1.911 0.987 1.058  C6 1.192
17 H -0.813 -1.464 1.936  C7 1.136
18 H -1.946 -0.875 0.680  C7 1.080
19 H -1.742 -0.032 2.136  C7 1.058
20 H -0.654 0.779 -3.076  N8 1.017



Q.
An isolated ion of composition C7H11N2 and charge +1. Source: OMol25; level of theory: ωB97M-V with the def2-TZVPD basis set.

Frontier orbital gap ... 0.307 Ha
LUMO ... -5.108 eV
Charge ... +1
Molar mass ... 123.18 g mol⁻¹

Bonds (Å) are listed after each position.
CARTESIAN COORDINATES (ANGSTROEM)
1 C 0.285 0.783 0.997  C3 1.464, C5 1.441, H10 1.033
2 C 2.250 -0.104 0.627  N9 1.284, H11 1.031
3 C 0.081 1.453 -0.288  C1 1.464, C5 1.609, N8 1.309, H12 1.118
4 C 1.831 0.649 -1.584  N8 1.248, N9 1.463, H13 1.095
5 C -0.722 0.143 0.190  C1 1.441, C3 1.609, C6 1.487, C7 1.541
6 C -2.117 0.259 0.692  C5 1.487, H14 1.081, H15 1.065, H16 1.074
7 C -0.476 -1.147 -0.617  C5 1.541, H17 1.119, H18 1.114, H19 1.149
8 N 0.794 1.310 -1.377  C3 1.309, C4 1.248
9 N 2.640 -0.066 -0.596  C2 1.284, C4 1.463, H20 1.053
10 H 0.140 1.272 1.896  C1 1.033
11 H 2.817 -0.619 1.317  C2 1.031
12 H -0.565 2.364 -0.275  C3 1.118
13 H 2.251 0.576 -2.593  C4 1.095
14 H -2.230 -0.415 1.530  C6 1.081
15 H -2.881 0.058 -0.022  C6 1.065
16 H -2.457 1.143 1.200  C6 1.074
17 H 0.608 -1.384 -0.477  C7 1.119
18 H -0.726 -0.917 -1.679  C7 1.114
19 H -1.301 -1.773 -0.118  C7 1.149
20 H 3.556 -0.411 -0.983  N9 1.053



R.
An isolated ion of composition C7H11N2 and charge +1. Source: OMol25; level of theory: ωB97M-V with the def2-TZVPD basis set.

SMILES string ... C=[N+](CC)/N=C\C1=CC1
Frontier orbital gap ... 0.313 Ha
LUMO ... -4.878 eV
Charge ... +1
Molar mass ... 123.18 g mol⁻¹

Bonds (Å) are listed after each position.
CARTESIAN COORDINATES (ANGSTROEM)
1 C 1.318 -0.959 0.533  C2 1.434, N8 1.276, H10 1.125
2 C 2.206 0.085 0.113  C1 1.434, C3 1.327, C5 1.366
3 C 2.419 1.327 -0.303  C2 1.327, C5 1.543, H13 1.042
4 C -0.318 1.481 0.909  N9 1.278, H11 1.049, H12 1.109
5 C 3.431 0.177 -0.486  C2 1.366, C3 1.543, H14 1.138, H15 1.091
6 C -2.939 0.584 -0.282  C7 1.510, H16 1.039, H17 1.224, H18 1.088
7 C -1.609 -0.058 -0.596  C6 1.510, N9 1.483, H19 1.170, H20 1.142
8 N 0.090 -0.859 0.864  C1 1.276, N9 1.451
9 N -0.631 0.330 0.450  C4 1.278, C7 1.483, N8 1.451
10 H 1.754 -1.920 0.922  C1 1.125
11 H 0.286 1.345 1.756  C4 1.049
12 H -0.973 2.314 0.583  C4 1.109
13 H 2.745 2.315 -0.240  C3 1.042
14 H 3.739 -0.238 -1.499  C5 1.138
15 H 4.352 0.166 0.099  C5 1.091
16 H -3.440 0.877 -1.143  C6 1.039
17 H -3.706 -0.178 0.292  C6 1.224
18 H -2.893 1.443 0.383  C6 1.088
19 H -1.178 0.343 -1.607  C7 1.170
20 H -1.695 -1.189 -0.730  C7 1.142



The most stable arrangement is P, and the next structure is 233.8 kJ/mol less stable.